Record 1
ORCA calculation (ωB97M-V/def2-TZVPD) on a molecular structure, C42H35N4O2PS3TeTi.

Results
Highest occupied orbital energy (alpha / beta)   -4.548 / -4.615 eV
ΔE to the lowest compared entry with this formula, charge and spin   16.3 kcal/mol
<S²>   0.76
Spin multiplicity   2
Charge   -1

Last column: Mulliken spin population.
Cartesian coordinates (Å):
Ti: 0.3484 0.1510 0.1620  0.9859
S: -0.0204 -2.1628 1.1661  -0.0223
C: -1.5471 -1.9573 1.9613  0.0112
C: -2.1325 -3.1369 2.4722  0.0031
N: -2.5825 -4.1151 2.8787  0.0021
C: -2.1802 -0.7534 2.1251  -0.0096
S: -1.5403 0.7668 1.5722  -0.0234
C: -3.4237 -0.6886 2.7920  0.0019
N: -4.4452 -0.5988 3.3160  0.0001
C: -2.8343 5.3589 -3.5321  0.0003
C: -1.9509 4.4356 -2.7515  0.0072
C: -0.8957 4.9229 -1.9904  0.0020
C: -0.0705 4.0804 -1.2471  0.0095
C: 1.1036 4.6146 -0.5342  -0.0059
O: 2.1787 4.0384 -0.5185  0.0027
C: 0.9593 5.9306 0.1368  0.0009
C: -0.2214 6.3044 0.7669  0.0010
C: -0.2891 7.5120 1.4411  -0.0002
C: 0.8131 8.3540 1.4709  0.0001
C: 1.9907 7.9817 0.8433  -0.0001
C: 2.0689 6.7686 0.1889  -0.0001
C: -0.3238 2.6854 -1.2175  -0.0173
O: 0.3710 1.9061 -0.4614  -0.0242
C: -1.3581 2.1628 -2.0507  0.0370
C: -2.1549 3.0643 -2.7779  -0.0047
C: -1.5685 0.7311 -2.1938  -0.0029
N: -0.9588 -0.1881 -1.4911  -0.0056
C: -1.2113 -1.5817 -1.8192  -0.0130
C: 0.0840 -2.2469 -2.1978  0.0152
Te: -0.2199 -4.3099 -2.6644  0.0034
C: -0.6455 -3.8653 -4.6923  0.0003
C: -1.9494 -3.8857 -5.1708  -0.0003
C: -2.2162 -3.5755 -6.4935  -0.0001
C: -1.1846 -3.2263 -7.3462  0.0003
C: 0.1169 -3.1976 -6.8744  -0.0003
C: 0.3837 -3.5238 -5.5582  0.0009
C: -2.5922 0.3707 -3.2183  0.0120
C: -3.8813 0.0368 -2.8119  0.0032
C: -4.8464 -0.2629 -3.7582  0.0007
C: -4.5305 -0.2346 -5.1077  0.0000
C: -3.2467 0.0945 -5.5122  0.0002
C: -2.2810 0.4039 -4.5722  0.0055
H: -2.5378 6.3966 -3.3828  0.0002
H: -3.8758 5.2616 -3.2244  0.0003
H: -2.7858 5.1470 -4.6017  0.0003
H: -0.6958 5.9887 -1.9882  -0.0008
H: -1.0756 5.6415 0.7472  -0.0003
H: -1.2022 7.7934 1.9474  0.0000
H: 0.7558 9.3004 1.9917  0.0000
H: 2.8528 8.6350 0.8758  0.0000
H: 2.9874 6.4447 -0.2802  0.0001
H: -2.9713 2.6813 -3.3728  0.0027
H: -1.9276 -1.6758 -2.6445  -0.0004
H: -1.6344 -2.0605 -0.9254  0.0037
H: 0.8238 -2.2241 -1.3980  -0.0088
H: 0.5156 -1.7990 -3.0943  0.0042
H: -2.7605 -4.1472 -4.5038  -0.0001
H: -3.2349 -3.5957 -6.8524  0.0000
H: -1.3928 -2.9774 -8.3774  0.0000
H: 0.9278 -2.9312 -7.5368  0.0000
H: 1.4027 -3.5176 -5.1931  -0.0002
H: -4.1178 0.0134 -1.7574  0.0008
H: -5.8462 -0.5206 -3.4391  0.0000
H: -5.2846 -0.4724 -5.8438  0.0000
H: -2.9949 0.1092 -6.5632  -0.0001
H: -1.2826 0.6760 -4.8861  0.0006
C: 3.8630 1.0335 -0.9975  0.0020
P: 2.4537 0.0825 -1.6557  -0.0056
C: 2.0489 1.0627 -3.1516  0.0072
C: 3.2788 -1.3946 -2.3231  -0.0207
C: 3.9274 -2.2259 -1.4133  0.0031
C: 4.5242 -3.3980 -1.8349  0.0024
C: 4.4757 -3.7616 -3.1724  -0.0007
C: 3.8238 -2.9458 -4.0823  0.0008
C: 3.2256 -1.7705 -3.6601  -0.0027
H: 4.3280 0.5041 -0.1686  0.0008
H: 3.4723 1.9750 -0.6206  -0.0010
H: 4.6064 1.2162 -1.7787  -0.0004
H: 2.8884 1.1041 -3.8492  -0.0002
H: 1.8169 2.0728 -2.8151  0.0003
H: 1.1720 0.6636 -3.6616  0.0005
H: 3.9505 -1.9605 -0.3621  -0.0027
H: 5.0192 -4.0342 -1.1150  0.0001
H: 4.9389 -4.6805 -3.5015  -0.0001
H: 3.7782 -3.2245 -5.1263  0.0000
H: 2.7122 -1.1509 -4.3833  -0.0001
S: 4.3319 0.2003 2.8561  0.0032
C: 2.9605 0.2603 2.0230  0.0131
N: 1.9725 0.2682 1.3897  0.0217

Cartesian forces (eV/Å) of the 2 atoms listed first:
0.3 -1.1 1.3
0.2 0.2 -0.2



Record 2
ORCA calculation (ωB97M-V/def2-TZVPD) on a molecular structure, C17H37N2O3.

Results
Highest occupied orbital energy   -12.107 eV
ΔE to the lowest compared entry with this formula, charge and spin   129.1 kcal/mol
Charge   +1

Last column: natural (NBO) charge in e.
Cartesian coordinates (Å):
O: 0.9280 1.3141 0.8780  -0.7245
C: 0.5391 0.0453 0.8164  0.8999
O: 0.6273 -0.5639 1.9277  -0.7650
O: 0.1887 -0.4461 -0.2261  -0.7266
H: 0.8589 0.9041 1.7433  0.5255
C: -1.6912 -1.6918 4.8914  -0.6150
C: -1.3484 -2.4176 3.6834  -0.4297
C: -1.4556 -1.6175 2.3147  -0.2106
N: -1.2151 -2.4824 1.0132  -0.2183
C: 0.2386 -3.0453 1.1363  -0.4362
C: -1.5306 -1.8327 -0.3564  -0.2477
C: -2.3194 -2.8653 -1.1469  -0.4364
C: -2.2446 -4.2114 -0.3649  -0.4288
C: -2.1775 -3.7326 0.9900  -0.1990
H: -2.7240 -1.3486 4.9512  0.2074
H: -1.0355 -0.8496 5.1123  0.2146
H: -1.6379 -2.2293 5.8381  0.2320
H: -1.9346 -3.3354 3.6384  0.2068
H: -0.2835 -2.6070 3.8183  0.2095
H: -0.7494 -0.8005 2.1664  0.2756
H: -2.5155 -1.4338 2.1387  0.1755
H: 0.4371 -3.4634 0.1495  0.2068
H: 0.3570 -3.6947 2.0038  0.2230
H: 0.9399 -2.2435 1.3672  0.2700
H: -0.5907 -1.4357 -0.7399  0.3040
H: -2.1733 -0.9766 -0.1513  0.2064
H: -1.9128 -2.9211 -2.1566  0.2217
H: -3.3936 -2.7128 -1.2510  0.2171
H: -1.3930 -4.8357 -0.6353  0.2143
H: -3.0908 -4.8813 -0.5169  0.2425
H: -1.7443 -4.4672 1.6688  0.2240
H: -3.0996 -3.3392 1.4178  0.2126
C: 0.3071 5.2746 0.4048  -0.6050
C: 1.2460 4.6158 -0.6618  -0.4304
C: 1.3631 3.0401 -0.6368  -0.1771
N: 1.8373 2.2698 -1.9084  -0.2320
C: 3.2920 2.6544 -2.0174  -0.4119
C: 1.0193 2.4350 -3.1923  -0.2105
C: 0.9705 1.0419 -3.8388  -0.4245
C: 0.7135 0.1328 -2.6385  -0.4102
C: 1.7119 0.7733 -1.6044  -0.2268
H: -0.7372 5.0889 0.1536  0.2076
H: 0.4396 6.3558 0.4433  0.2311
H: 0.4030 4.9449 1.4393  0.2168
H: 2.1908 5.1478 -0.5501  0.2139
H: 0.7847 4.8773 -1.6142  0.2046
H: 0.3222 2.7280 -0.5514  0.2155
H: 1.9883 2.6880 0.1837  0.2440
H: 3.7404 2.0407 -2.7987  0.2194
H: 3.9061 2.4094 -1.1507  0.2397
H: 3.3842 3.6837 -2.3639  0.2308
H: 1.4869 3.1260 -3.8937  0.2318
H: 0.0269 2.8013 -2.9295  0.2248
H: 1.8978 0.8030 -4.3595  0.2140
H: 0.2039 1.0588 -4.6135  0.2403
H: 0.8182 -0.9332 -2.8404  0.2401
H: -0.3092 0.2685 -2.2867  0.2199
H: 2.6540 0.2442 -1.7479  0.2124
H: 1.4852 0.6478 -0.5457  0.2705

Cartesian forces (eV/Å) of the 2 atoms listed first:
-1.1 -0.1 1.4
-0.5 -3.9 -1.2